Entry 1:
Computed, not measured: an isolated ion of composition C4H11N2O and charge +1 in a non-equilibrium geometry, with the ωB97M-V functional and the def2-TZVPD basis.

Structure (XYZ):
```
18
Properties=species:S:1:pos:R:3
N -1.124 -0.204 2.687
C -0.999 -0.415 1.129
C 0.276 0.397 0.863
N 1.005 0.247 -0.269
C 0.694 -0.467 -1.483
C 0.563 0.491 -2.690
O 0.782 1.096 1.736
H -1.939 0.398 2.829
H -0.312 0.383 2.959
H -1.217 -1.111 3.163
H -0.804 -1.454 0.823
H -1.888 0.033 0.716
H 1.894 0.711 -0.186
H 1.410 -1.231 -1.838
H -0.165 -1.124 -1.394
H -0.394 1.038 -2.688
H 0.807 0.023 -3.625
H 1.413 1.188 -2.732
```

Its SMILES is CCNC(=O)C[NH3+]. The calculation puts the orbital gap at 10.25 eV. The strongest force on any atom is 2.7 eV/Å. The total charge is +1. Its spin multiplicity is 1.

---

Entry 2:
Computed, not measured: the molecule C17H25N3O4S in a non-equilibrium geometry, with the ωB97M-V functional and the def2-TZVPD basis.

Structure (XYZ):
```
50
Properties=species:S:1:pos:R:3
O 0.598 2.098 4.286
O -2.292 1.142 3.818
O 3.723 -3.248 -2.442
N 4.238 -3.111 0.170
O 3.128 -0.947 1.226
C -0.106 2.098 3.252
C -1.397 1.533 3.060
C 1.231 0.501 -2.248
C 1.050 1.126 -1.017
C 2.166 -0.526 -2.376
C 2.578 -0.470 0.047
C 1.686 0.634 0.137
C 2.845 -1.007 -1.219
N 1.399 1.152 1.430
N -2.110 1.796 0.513
C 3.868 -4.513 0.063
C -5.889 1.757 0.450
C -2.591 -0.762 -1.032
C 0.209 1.959 1.731
C -1.174 1.262 1.557
C -4.470 2.284 0.507
C -3.526 0.412 -0.961
C -3.434 1.157 0.386
C 5.578 -1.405 -1.647
S 4.065 -2.335 -1.375
H 3.526 -1.860 0.999
H 0.677 0.873 -3.102
H 0.350 1.934 -0.913
H 2.310 -1.015 -3.338
H 1.869 0.655 2.220
H -2.257 2.827 0.583
H 2.787 -4.539 -0.044
H 4.365 -4.958 -0.816
H 4.132 -5.107 0.929
H -6.174 1.499 -0.582
H -6.013 0.867 1.058
H -6.598 2.492 0.831
H -2.754 -1.358 -0.150
H -2.826 -1.366 -1.934
H -1.564 -0.395 -1.087
H 0.245 2.892 1.181
H -1.021 0.174 1.403
H -4.303 2.829 1.451
H -4.315 3.008 -0.290
H -3.340 1.118 -1.792
H -4.571 0.052 -1.022
H -3.535 0.449 1.206
H 5.826 -0.899 -0.725
H 6.391 -2.056 -1.926
H 5.423 -0.704 -2.459
```

Its SMILES is CCC(CC)N[C@@H]1C(=O)C(=O)[C@H]1Nc1cccc([S@](C)(=O)=NC)c1O. The calculation puts the orbital gap at 6.42 eV. The strongest force on any atom is 6.9 eV/Å. The total charge is 0. Its spin multiplicity is 1.

---

Entry 3:
Computed, not measured: the molecule C2H5BO in a non-equilibrium geometry, with the ωB97M-V functional and the def2-TZVPD basis.

Structure (XYZ):
```
9
Properties=species:S:1:pos:R:3
B -1.882 0.556 -0.313
C -0.394 0.479 0.469
C 0.678 -0.424 -0.118
O -2.292 -0.552 0.158
H -0.512 0.207 1.512
H -2.234 1.427 -1.103
H 0.036 -1.298 0.025
H 1.084 -0.165 -1.134
H 1.480 -0.462 0.532
```

The calculation puts the orbital gap (spin up / spin down) at 8.62 / 8.62 eV. The strongest force on any atom is 2.7 eV/Å. The total charge is 0. Its spin multiplicity is 1.

---

Entry 4:
Computed, not measured: C49H44ClNOP2V as an isolated structure in a non-equilibrium geometry, with the ωB97M-V functional and the def2-TZVPD basis.

Structure (XYZ):
```
99
Properties=species:S:1:pos:R:3
V 0.359 0.522 1.132
O 0.541 -2.125 2.433
C 0.061 -1.970 3.719
C 0.645 -2.498 4.860
C 0.011 -2.329 6.083
C -1.184 -1.637 6.182
C -1.708 -1.024 5.056
C -1.072 -1.161 3.828
P -1.558 -0.215 2.358
C -2.895 -1.201 1.621
C -3.379 -0.834 0.364
C -4.421 -1.537 -0.217
C -4.976 -2.622 0.447
C -4.477 -3.009 1.682
C -3.441 -2.304 2.273
C -2.357 1.279 3.035
C -1.730 1.954 4.086
C -2.232 3.164 4.532
C -3.356 3.714 3.931
C -3.990 3.041 2.899
C -3.491 1.828 2.444
C 1.748 -2.777 2.224
C 1.977 -4.057 2.707
C 3.190 -4.674 2.454
C 4.169 -4.023 1.716
C 3.912 -2.772 1.186
C 2.698 -2.135 1.433
P 2.184 -0.707 0.413
C 3.601 0.386 0.209
C 4.620 0.489 1.150
C 5.616 1.439 0.975
C 5.588 2.291 -0.119
C 4.557 2.209 -1.045
C 3.563 1.261 -0.879
C 2.025 -1.694 -1.121
C 0.908 -2.525 -1.205
C 0.773 -3.406 -2.264
C 1.758 -3.471 -3.241
C 2.871 -2.649 -3.159
C 3.007 -1.758 -2.103
H 1.589 -3.018 4.806
H 0.469 -2.749 6.969
H -1.686 -1.541 7.135
H -2.600 -0.415 5.129
H -2.933 0.014 -0.143
H -4.793 -1.242 -1.189
H -5.796 -3.167 0.000
H -4.893 -3.870 2.189
H -3.060 -2.603 3.240
H -0.849 1.531 4.552
H -1.744 3.677 5.351
H -3.735 4.669 4.269
H -4.879 3.457 2.443
H -4.000 1.304 1.645
H 1.203 -4.566 3.265
H 3.368 -5.671 2.834
H 5.118 -4.505 1.525
H 4.650 -2.288 0.557
H 4.633 -0.163 2.014
H 6.417 1.522 1.698
H 6.377 3.020 -0.253
H 4.528 2.889 -1.886
H 2.749 1.182 -1.589
H 0.145 -2.484 -0.433
H -0.096 -4.049 -2.328
H 1.659 -4.171 -4.060
H 3.645 -2.707 -3.913
H 3.873 -1.111 -2.045
Cl 1.540 0.709 2.952
C 0.240 2.706 1.177
C 1.386 3.627 0.945
C 1.246 4.650 -0.002
C 2.207 5.626 -0.180
C 3.371 5.600 0.582
C 3.552 4.575 1.510
C 2.578 3.612 1.686
C 4.365 6.621 0.461
N 5.170 7.439 0.399
H -0.611 3.022 0.581
H -0.039 2.692 2.229
H 0.336 4.700 -0.583
H 2.052 6.424 -0.894
H 4.454 4.550 2.106
H 2.749 2.848 2.422
C -2.024 1.451 -2.026
C -0.491 1.302 -1.909
C -0.032 0.254 -2.941
C 0.141 2.662 -2.241
C -0.145 0.857 -0.537
H -2.259 1.986 -2.947
H -2.429 2.023 -1.188
H -2.514 0.477 -2.067
H -0.381 0.551 -3.932
H -0.436 -0.733 -2.716
H 1.055 0.178 -2.976
H 0.070 2.835 -3.315
H 1.188 2.719 -1.945
H -0.397 3.463 -1.738
H -0.603 -0.151 -0.238
```

The calculation puts the orbital gap at 7.45 eV. The strongest force on any atom is 2.3 eV/Å. The total charge is +1. Its spin multiplicity is 1.

---

Entry 5:
Computed, not measured: C32H32HgN7 as an isolated structure, with the ωB97M-V functional and the def2-TZVPD basis.

Structure (XYZ):
```
72
Properties=species:S:1:pos:R:3
Hg -0.450 0.227 -0.591
C -2.894 2.756 0.495
N -2.091 1.722 1.112
C -2.713 1.045 2.231
C -2.088 -0.298 2.447
N -1.403 -0.949 1.556
C -1.033 -2.140 2.151
C -0.274 -3.193 1.650
C -0.050 -4.271 2.485
C -0.561 -4.308 3.787
C -1.314 -3.267 4.302
C -1.539 -2.187 3.460
N -2.210 -0.990 3.619
C -2.332 3.130 -0.841
N -1.426 2.455 -1.489
C -1.233 3.119 -2.686
C -0.393 2.817 -3.753
C -0.421 3.661 -4.847
C -1.259 4.780 -4.888
C -2.104 5.092 -3.836
C -2.076 4.240 -2.741
N -2.759 4.222 -1.541
H -3.898 2.349 0.341
H -3.005 3.663 1.110
H -1.162 2.058 1.356
H -2.672 1.617 3.170
H -3.772 0.898 1.994
H 0.118 -3.147 0.641
H 0.537 -5.107 2.127
H -0.356 -5.168 4.411
H -1.695 -3.296 5.315
H -2.690 -0.682 4.445
H 0.246 1.945 -3.711
H 0.216 3.452 -5.696
H -1.251 5.419 -5.761
H -2.756 5.955 -3.876
H -3.460 4.878 -1.244
C 2.978 0.179 -1.861
N 1.917 -0.803 -1.722
C 2.377 -1.964 -0.974
C 1.348 -1.201 -3.006
C -0.033 -1.822 -2.874
C -0.367 -2.923 -3.656
C -1.625 -3.501 -3.572
C -2.563 -2.977 -2.698
C -2.230 -1.880 -1.911
C -0.971 -1.290 -1.989
H 3.836 -0.203 -2.438
H 3.324 0.470 -0.869
H 2.593 1.070 -2.360
H 3.280 -2.405 -1.424
H 1.591 -2.721 -0.961
H 2.604 -1.678 0.055
H 2.017 -1.902 -3.531
H 1.262 -0.308 -3.633
H 0.373 -3.338 -4.333
H -1.863 -4.368 -4.176
H -3.546 -3.424 -2.614
H -2.968 -1.483 -1.223
N 0.830 1.090 1.013
C 1.696 0.865 1.786
C 2.688 0.632 2.708
C 2.704 -0.580 3.477
C 3.678 -0.779 4.422
C 4.676 0.179 4.656
C 4.676 1.363 3.903
C 3.718 1.601 2.950
H 1.937 -1.326 3.303
H 3.676 -1.700 4.995
H 5.437 0.005 5.405
H 5.445 2.107 4.076
H 3.725 2.518 2.373
```

The calculation puts the orbital gap (spin up / spin down) at 4.16 / 7.83 eV. The strongest force on any atom is 0.8 eV/Å. The total charge is 0. Its spin multiplicity is 2.

---

Entry 6:
Computed, not measured: C25H28LiNO3P2 as an isolated structure in a non-equilibrium geometry, with the ωB97M-V functional and the def2-TZVPD basis.

Structure (XYZ):
```
60
Properties=species:S:1:pos:R:3
Li -0.324 1.059 0.280
C -2.757 0.505 2.791
P -1.163 1.381 2.535
C -1.521 2.982 3.369
C -0.180 0.460 3.762
C -0.688 0.400 5.042
C 0.026 -0.350 5.926
C 1.193 -1.045 5.615
C 1.762 -0.876 4.379
C 1.057 -0.087 3.420
P 1.864 0.108 1.745
C 3.146 1.302 2.367
C 2.755 -1.474 1.623
H -2.858 0.171 3.792
H -2.682 -0.361 2.084
H -3.584 1.251 2.519
H -2.074 2.749 4.260
H -2.212 3.531 2.609
H -0.686 3.637 3.612
H -1.600 0.923 5.328
H -0.186 -0.344 6.969
H 1.674 -1.644 6.399
H 2.649 -1.499 4.164
H 3.647 1.050 3.369
H 2.593 2.220 2.390
H 4.026 1.400 1.706
H 3.411 -1.833 2.393
H 3.395 -1.365 0.754
H 1.972 -2.180 1.387
O -0.274 1.214 -1.718
C -0.294 -0.217 -2.250
C -0.724 -1.169 -1.085
O -0.556 -2.369 -1.235
O -1.263 -0.632 -0.070
C 1.101 -0.539 -2.759
C 1.555 0.177 -3.845
C 2.678 -0.183 -4.520
C 3.461 -1.240 -4.070
C 3.051 -1.844 -2.883
C 1.889 -1.496 -2.214
C -1.370 -0.201 -3.385
C -2.242 0.852 -3.662
C -3.230 0.668 -4.595
C -3.375 -0.605 -5.250
C -2.539 -1.660 -4.900
C -1.486 -1.445 -4.059
H 0.438 1.574 -2.280
H 0.882 0.891 -4.265
H 2.996 0.369 -5.460
H 4.364 -1.647 -4.530
H 3.706 -2.546 -2.384
H 1.592 -2.078 -1.311
H -2.146 1.770 -3.038
H -3.882 1.443 -4.938
H -4.112 -0.630 -5.987
H -2.779 -2.638 -5.352
H -0.722 -2.174 -3.834
N -3.100 1.406 -0.290
C -3.787 2.263 0.014
H -2.490 0.616 -0.434
```

The calculation puts the orbital gap at 8.84 eV. The strongest force on any atom is 3.5 eV/Å. The total charge is 0. Its spin multiplicity is 1.